(1)
DFT (ωB97M-V/def2-TZVPD) results for a structure of composition C16H8B3Br4O26V in a non-equilibrium geometry.

Element x y z (Å)
O 1.856 -3.845 3.572
V 0.763 -3.693 2.334
O -0.680 -3.993 2.882
O -5.304 4.914 -2.784
C -5.070 3.758 -3.204
O -4.069 2.994 -2.979
B -4.118 1.828 -3.858
O -5.439 1.781 -4.366
C -6.059 2.952 -4.092
O -7.113 3.373 -4.585
O -3.789 0.648 -3.047
C -2.583 0.136 -3.507
O -1.900 -0.732 -2.922
C -2.187 0.871 -4.784
O -3.117 1.698 -4.952
O -1.091 0.874 -5.247
O 6.506 -6.062 -3.811
C 6.810 -4.967 -3.555
O 7.814 -4.283 -4.017
B 7.778 -2.860 -3.579
O 6.753 -2.898 -2.482
C 6.141 -4.091 -2.512
O 5.140 -4.452 -1.824
O 7.491 -2.041 -4.797
C 8.523 -1.198 -4.981
O 8.592 -0.360 -5.920
C 9.502 -1.459 -3.753
O 8.982 -2.366 -2.969
O 10.609 -0.987 -3.620
O -2.374 8.722 1.987
C -1.321 8.048 2.138
O -1.057 6.798 1.598
B 0.378 6.408 1.879
O 0.989 7.452 2.660
C 0.054 8.464 2.856
O 0.156 9.504 3.566
O 0.293 5.070 2.491
C 0.650 4.188 1.511
O 0.630 2.932 1.596
C 1.028 5.047 0.160
O 0.973 6.245 0.542
O 1.434 4.490 -0.858
Br -5.841 -9.743 0.618
C -5.913 -7.916 -0.083
C -5.033 -7.547 -1.346
Br -3.226 -8.169 -1.028
H -5.636 -7.265 0.746
H -6.953 -7.616 -0.210
H -5.037 -6.460 -1.426
H -5.478 -8.102 -2.172
Br 0.615 0.169 10.496
C -0.729 -0.055 9.053
C -1.597 1.090 8.932
Br -3.134 0.722 7.659
H -1.385 -0.856 9.395
H -0.191 -0.368 8.159
H -1.038 1.927 8.514
H -1.999 1.279 9.928

HOMO-LUMO gap, eV: 1.82
E_tot, eV: -377855.031
F_max, eV/A: 5.462
2S+1: 1
Charge: -2
Relative energy (zero: lowest compared OMol25 entry of this formula, charge and spin), kJ/mol: 1116.60

Mulliken atomic charge list, values in e, 6 entries:
1. O -0.482
2. V 1.851
3. O -0.458
4. O -0.641
5. C 0.610
6. O -0.401

(2)
DFT (ωB97M-V/def2-TZVPD) results for a structure of composition C16H9Br4CdN9O2Te in a non-equilibrium geometry.

Element x y z (Å)
Cd -0.650 0.293 -1.440
Br -4.246 -5.069 1.223
C -3.700 -3.792 -0.034
C -4.695 -3.132 -0.823
Br -6.316 -3.964 -1.417
C -4.394 -1.829 -1.234
Br -5.726 -0.577 -1.742
C -3.099 -1.261 -1.000
O -2.932 0.010 -1.049
C -1.974 -2.128 -0.560
O -0.758 -1.680 -0.513
C -2.353 -3.415 -0.025
Br -0.960 -4.506 0.496
N 1.304 1.365 -4.168
C 1.922 0.923 -3.081
N 3.232 1.209 -2.839
N 3.607 0.399 -1.877
N 2.453 -0.186 -1.352
N 1.432 0.010 -2.252
C -0.026 1.288 -4.516
N -0.535 1.765 -5.696
N -1.872 1.629 -5.591
N -2.189 1.172 -4.348
N -1.018 0.863 -3.718
H 1.858 1.900 -4.848
C -0.054 0.403 2.667
Te -0.578 1.744 0.885
C 1.595 2.353 1.321
C 2.071 1.702 2.615
C 3.328 1.899 3.186
C 3.793 1.146 4.218
C 2.938 0.147 4.769
C 1.764 -0.123 4.186
C 1.281 0.699 3.165
H -0.395 -0.511 2.203
H -0.725 0.623 3.469
H 1.495 3.481 1.338
H 2.150 1.964 0.429
H 4.006 2.684 2.805
H 4.689 1.475 4.707
H 3.205 -0.229 5.743
H 1.074 -0.742 4.700

HOMO-LUMO gap, eV: 4.91
E_tot, eV: -326269.882
F_max, eV/A: 4.631
2S+1: 1
Charge: -2
Relative energy (zero: lowest compared OMol25 entry of this formula, charge and spin), kJ/mol: 88.50

natural (NBO) atomic charge list, values in e, 6 entries:
1. Cd 1.604
2. Br 0.012
3. C -0.187
4. C -0.163
5. Br 0.018
6. C -0.220

(3)
DFT (ωB97M-V/def2-TZVPD) results for a structure of composition C16H9Br4N2O4PtS2 in a non-equilibrium geometry.

Element x y z (Å)
Pt 0.948 -0.245 0.418
O -4.174 0.995 -1.383
C -4.175 1.448 -0.108
C -5.352 2.045 0.332
C -5.450 2.537 1.615
C -4.375 2.449 2.503
C -3.212 1.866 2.080
C -3.082 1.355 0.773
C -1.799 0.759 0.416
O -0.840 0.754 1.217
N -1.668 0.206 -0.840
N -0.478 -0.316 -1.027
C -0.337 -0.951 -2.201
S -1.621 -1.103 -3.316
C -0.721 -2.266 -4.381
C 0.744 -1.891 -4.335
S 1.176 -1.630 -2.590
H -3.318 0.589 -1.568
H -6.175 2.105 -0.368
H -6.377 2.997 1.937
H -4.461 2.837 3.509
H -2.363 1.784 2.745
H -1.132 -2.178 -5.385
H -0.900 -3.271 -4.003
H 0.948 -0.967 -4.872
H 1.382 -2.685 -4.719
Br 7.793 0.310 2.049
C 5.998 -0.166 1.961
C 5.524 -1.322 2.765
Br 6.742 -2.229 3.837
C 4.235 -1.723 2.739
Br 3.554 -3.152 3.730
C 3.305 -1.005 1.907
O 2.098 -1.262 1.834
C 3.782 0.133 1.083
O 2.938 0.667 0.369
C 5.163 0.536 1.165
Br 5.679 1.988 0.112

HOMO-LUMO gap (alpha / beta), eV: 4.16 / 4.22
E_tot, eV: -332985.108
F_max, eV/A: 3.039
2S+1: 1
Charge: +1
Relative energy (zero: lowest compared OMol25 entry of this formula, charge and spin), kJ/mol: 233.79

natural (NBO) atomic charge list, values in e, 6 entries:
1. Pt 1.045
2. O -0.677
3. C 0.446
4. C -0.297
5. C -0.139
6. C -0.255

(4)
DFT (ωB97M-V/def2-TZVPD) results for a cluster of 9 separate species, C16HCl32F17N in total in a non-equilibrium geometry.

Element x y z (Å)
N 0.843 2.512 -3.150
C 0.574 1.237 -3.405
F -0.718 1.030 -3.831
F 1.420 0.645 -4.465
C 0.872 0.265 -2.214
F 2.059 0.603 -1.631
F 1.051 -1.040 -2.641
C -0.230 0.100 -1.133
F -1.282 -0.536 -1.714
F 0.247 -0.745 -0.171
C -0.849 1.327 -0.418
F -1.295 2.225 -1.293
F -1.951 0.884 0.256
C 0.020 2.092 0.622
F 1.152 2.565 0.080
F -0.724 3.174 0.974
C 0.392 1.358 1.962
F -0.340 0.251 2.190
F 0.138 2.215 2.986
C 1.901 1.008 2.102
F 2.404 0.433 0.997
F 2.590 2.136 2.370
C 2.177 0.019 3.281
F 3.503 0.014 3.493
F 1.596 0.401 4.413
F 1.827 -1.222 2.970
H 1.848 2.623 -3.074
C 1.581 6.756 1.757
Cl 0.760 7.720 2.999
Cl 3.196 6.319 2.336
Cl 0.673 5.286 1.445
Cl 1.719 7.707 0.276
C 2.159 -2.948 -6.354
Cl 1.128 -4.356 -6.709
Cl 3.381 -3.419 -5.163
Cl 2.978 -2.454 -7.849
Cl 1.204 -1.627 -5.729
C -4.441 -2.041 1.588
Cl -5.138 -3.586 1.076
Cl -3.324 -1.440 0.380
Cl -5.756 -0.875 1.823
Cl -3.587 -2.268 3.122
C -7.064 -5.512 4.335
Cl -8.734 -6.046 4.112
Cl -6.898 -3.848 3.780
Cl -6.637 -5.609 6.048
Cl -5.984 -6.552 3.401
C 5.656 2.444 -0.032
Cl 6.945 1.831 -1.080
Cl 4.098 1.922 -0.639
Cl 5.912 1.840 1.610
Cl 5.719 4.217 -0.013
C 5.833 6.296 5.420
Cl 5.839 5.267 3.986
Cl 4.191 6.832 5.775
Cl 6.460 5.380 6.798
Cl 6.863 7.704 5.136
C 4.312 -6.014 -9.292
Cl 3.737 -6.849 -7.850
Cl 5.400 -4.709 -8.819
Cl 5.187 -7.161 -10.323
Cl 2.940 -5.359 -10.186
C -11.902 -4.081 2.656
Cl -11.853 -5.815 3.017
Cl -10.277 -3.409 2.724
Cl -12.574 -3.846 1.040
Cl -12.928 -3.270 3.844

HOMO-LUMO gap, eV: 5.67
E_tot, eV: -465012.051
F_max, eV/A: 2.054
2S+1: 1
Charge: -1

natural (NBO) atomic charge list, values in e, 6 entries:
1. N -1.012
2. C 0.721
3. F -0.367
4. F -0.456
5. C 0.555
6. F -0.338